The following is a quantum chemistry calculation of a structure of composition C71H63N2OP3RuTe, from OMol25.

Values from the calculation:
- spin multiplicity = 2
- electronic energy (eV) = -117410.3934
- charge = +1
- HOMO-LUMO gap (spin up / spin down) (eV) = 4.025 / 4.081
- LUMO (spin up / spin down) (eV) = -4.36 / -4.16

The geometry in XYZ format:
```
142
Properties=species:S:1:pos:R:3:mulliken_spin:R:1
Ru -1.322 -0.742 -0.496 1.01
C -3.529 -0.951 2.549 0.00
P -1.113 -2.853 0.655 -0.05
C 0.061 -4.113 -0.032 0.02
C 1.105 -4.591 0.765 0.00
C 2.043 -5.477 0.257 0.00
C 1.944 -5.926 -1.053 0.00
C 0.876 -5.510 -1.830 0.00
C -0.061 -4.618 -1.324 0.00
C -2.254 -4.011 1.479 0.00
C -2.323 -4.136 2.865 0.00
C -3.155 -5.094 3.434 0.00
C -3.920 -5.922 2.627 0.00
C -3.861 -5.792 1.245 0.00
C -3.031 -4.842 0.671 0.01
C -3.579 0.136 1.795 0.01
C -4.585 1.184 1.864 -0.01
C -4.190 2.147 1.018 0.00
C -2.958 1.690 0.410 0.01
C -2.195 2.362 -0.660 -0.01
P -2.064 1.025 -1.938 0.05
C -3.854 0.856 -2.326 -0.03
C -4.592 -0.152 -1.707 -0.02
C -5.960 -0.257 -1.912 0.00
C -6.607 0.641 -2.745 0.00
C -5.887 1.665 -3.349 0.00
C -4.521 1.781 -3.133 0.00
C -1.442 1.887 -3.414 0.01
C -0.656 3.026 -3.304 0.00
C -0.172 3.651 -4.447 0.00
C -0.478 3.143 -5.699 0.00
C -1.266 2.003 -5.812 0.00
C -1.739 1.369 -4.676 0.00
N -2.595 0.500 0.839 -0.03
H -4.316 -1.161 3.264 0.00
H -2.694 -1.630 2.497 0.01
H 1.194 -4.289 1.796 0.00
H 2.851 -5.817 0.895 0.00
H 2.684 -6.610 -1.450 0.00
H 0.770 -5.863 -2.849 0.00
H -0.887 -4.334 -1.951 0.00
H -1.733 -3.490 3.503 0.00
H -3.200 -5.190 4.512 0.00
H -4.554 -6.678 3.073 0.00
H -4.461 -6.435 0.613 0.00
H -2.977 -4.755 -0.409 0.00
H -5.455 1.174 2.505 0.00
H -4.677 3.089 0.813 0.00
H -2.701 3.254 -1.025 0.00
H -1.182 2.599 -0.329 0.00
H -4.092 -0.851 -1.051 -0.01
H -6.524 -1.040 -1.419 0.00
H -7.671 0.552 -2.920 0.00
H -6.389 2.379 -3.989 0.00
H -3.979 2.596 -3.592 0.00
H -0.406 3.429 -2.328 0.00
H 0.440 4.540 -4.357 0.00
H -0.101 3.632 -6.589 0.00
H -1.515 1.608 -6.790 0.00
H -2.335 0.468 -4.760 0.00
C 3.906 -1.636 -6.343 0.00
C 4.233 -1.752 -5.000 0.00
C 3.301 -1.434 -4.020 0.00
C 2.024 -1.006 -4.377 0.00
C 1.710 -0.876 -5.733 0.00
C 2.641 -1.196 -6.710 0.00
P 0.742 -0.526 -3.153 -0.03
C 1.688 -0.316 -1.651 0.07
C 2.333 0.918 -1.608 -0.03
C 3.463 1.118 -0.834 0.04
C 4.064 -0.006 -0.195 0.00
C 3.405 -1.180 -0.102 0.02
C 1.988 -1.321 -0.577 -0.02
C -0.437 -1.912 -3.131 0.02
C -0.518 -2.811 -4.202 0.00
C -1.638 -3.609 -4.379 0.01
C -2.691 -3.543 -3.477 0.00
C -2.591 -2.713 -2.367 -0.02
C -1.478 -1.885 -2.175 -0.08
H 4.636 -1.884 -7.104 0.00
H 5.219 -2.096 -4.711 0.00
H 3.572 -1.518 -2.972 0.00
H 0.727 -0.512 -6.017 0.00
H 2.385 -1.096 -7.758 0.00
H 2.008 1.705 -2.283 0.00
H 3.973 2.074 -0.841 0.00
H 5.072 0.085 0.196 0.00
H 3.866 -2.052 0.349 0.00
H 1.850 -2.329 -0.981 0.01
H 0.296 -2.872 -4.913 0.00
H -1.698 -4.278 -5.230 0.00
H -3.576 -4.154 -3.619 0.00
H -3.392 -2.713 -1.637 0.00
C 3.856 7.853 1.907 0.00
C 3.234 6.483 1.876 0.00
C 4.007 5.336 1.910 0.00
C 3.446 4.059 1.898 0.00
C 4.413 2.898 1.984 0.00
C 2.050 3.932 1.837 0.00
Te 1.144 1.996 1.699 -0.02
N 0.914 -1.255 0.479 0.09
C 0.910 -1.754 1.659 -0.04
O -0.273 -2.339 2.015 -0.01
C 1.893 -1.830 2.759 0.00
C 2.968 -0.951 2.864 0.00
C 3.901 -1.085 3.880 0.00
C 3.750 -2.073 4.841 0.00
C 2.631 -2.897 4.803 0.00
C 1.713 -2.777 3.777 0.00
C 0.155 2.116 3.591 0.00
C -1.233 2.207 3.596 0.00
C -1.947 2.232 4.787 0.00
C -1.264 2.169 5.990 0.00
C 0.121 2.093 5.991 0.00
C 0.855 2.062 4.806 0.00
C 2.357 1.977 4.862 0.00
C 1.242 5.089 1.813 0.00
C -0.268 5.057 1.819 0.00
C 1.852 6.335 1.834 0.00
H 4.942 7.798 1.849 0.00
H 3.592 8.370 2.832 0.00
H 3.497 8.463 1.077 0.00
H 5.089 5.424 1.946 0.00
H 4.950 2.927 2.935 0.00
H 5.164 2.963 1.192 0.00
H 3.909 1.938 1.904 0.00
H 3.051 -0.142 2.160 0.00
H 4.734 -0.394 3.932 0.00
H 4.489 -2.193 5.623 0.00
H 2.477 -3.639 5.577 0.00
H 0.857 -3.438 3.755 0.00
H -1.765 2.266 2.659 0.00
H -3.029 2.307 4.766 0.00
H -1.805 2.192 6.929 0.00
H 0.654 2.054 6.935 0.00
H 2.710 2.002 5.893 0.00
H 2.809 2.809 4.322 0.00
H 2.702 1.049 4.404 0.00
H -0.654 4.167 1.330 0.00
H -0.673 5.939 1.319 0.00
H -0.644 5.051 2.846 0.00
H 1.225 7.222 1.815 0.00
```